[1]
{
  "formula": "H6O3Rb",
  "method": "ωB97M-V/def2-TZVPD",
  "max_force_ev_per_a": 0.462,
  "gap_ev": 10.155,
  "total_charge": 1,
  "symbols": ["O", "O", "O", "H", "H", "H", "Rb", "H", "H", "H"],
  "positions_angstrom": [[-2.385, -1.828, 2.903], [1.378, 3.122, -2.833], [1.653, -1.349, -0.276], [-3.261, -1.561, 3.183], [1.572, -2.166, 0.216], [-2.160, -2.557, 3.481], [-1.596, 2.478, 0.798], [1.731, 2.233, -2.869], [0.820, 3.190, -3.608], [2.247, -1.561, -0.996]],
  "nbo_charge": [-0.95, -0.95, -0.95, 0.47, 0.48, 0.48, 1.00, 0.47, 0.47, 0.48]
}

[2]
{
  "formula": "H6OP4",
  "method": "ωB97M-V/def2-TZVPD",
  "max_force_ev_per_a": 2.046,
  "smiles": "P[PH]#[PH2].O=P",
  "gap_ev": 8.807,
  "symbols": ["H", "H", "O", "P", "H", "H", "H", "P", "P", "H", "P"],
  "positions_angstrom": [[-0.497, 1.748, 1.321], [-0.724, -1.820, 1.292], [3.622, 0.109, -0.404], [-0.217, -0.221, -0.522], [-2.421, 1.262, 0.688], [-0.570, -2.828, -0.489], [-0.730, -0.060, -1.826], [-1.102, 1.654, 0.104], [-1.454, -1.880, 0.150], [1.640, 1.434, -0.622], [2.453, 0.601, 0.306]],
  "nbo_charge": [-0.02, -0.01, -1.01, -0.02, 0.02, 0.01, 0.01, 0.03, 0.07, -0.19, 1.11]
}

[3]
{
  "formula": "H7N2",
  "method": "ωB97M-V/def2-TZVPD",
  "max_force_ev_per_a": 4.278,
  "gap_ev": 10.396,
  "total_charge": 1,
  "symbols": ["N", "H", "N", "H", "H", "H", "H", "H", "H"],
  "positions_angstrom": [[-0.120, 0.587, -1.280], [-1.145, 0.022, -1.117], [0.189, -0.713, 1.399], [1.038, -1.168, 1.419], [0.226, 0.179, 1.862], [0.538, 0.548, -0.464], [0.286, 0.135, -2.091], [-0.450, 1.600, -1.460], [-0.562, -1.189, 1.733]],
  "nbo_charge": [-0.91, 0.49, -1.11, 0.38, 0.37, 0.48, 0.45, 0.46, 0.38]
}

[4]
{
  "formula": "H7N4OP",
  "method": "ωB97M-V/def2-TZVPD",
  "max_force_ev_per_a": 3.028,
  "smiles": "[H]/N=N\\[H].NP(N)O",
  "gap_ev": 9.318,
  "symbols": ["H", "N", "H", "N", "H", "N", "N", "H", "H", "P", "O", "H", "H"],
  "positions_angstrom": [[0.711, -1.431, -1.144], [0.470, -0.476, -1.201], [1.089, -0.105, -1.896], [-1.534, 0.361, 0.130], [2.601, -0.769, 2.108], [0.745, -0.417, 2.206], [1.746, -0.870, 2.731], [-1.308, 2.221, -1.822], [-1.033, -0.395, 0.689], [-1.162, -0.014, -1.427], [-0.612, 1.485, -1.996], [-2.533, 0.565, 0.425], [0.821, -0.154, 1.198]],
  "nbo_charge": [0.38, -1.20, 0.41, -1.23, 0.27, -0.32, -0.27, 0.49, 0.41, 1.34, -1.01, 0.41, 0.31]
}

[5]
{
  "formula": "H7N5S2",
  "method": "ωB97M-V/def2-TZVPD",
  "max_force_ev_per_a": 4.208,
  "gap_ev": 8.414,
  "symbols": ["H", "N", "H", "H", "N", "S", "H", "N", "H", "S", "N", "H", "N", "H"],
  "positions_angstrom": [[0.582, 2.975, 0.961], [0.172, 2.146, 1.398], [2.031, 0.378, -0.583], [0.132, -2.303, -2.036], [-1.045, -1.458, 1.059], [-1.161, -1.280, -0.425], [-1.741, -2.089, 1.399], [-0.816, 0.547, -0.644], [-0.759, 2.413, 1.810], [0.388, 0.749, 0.600], [1.547, 1.218, -0.221], [1.007, -2.343, -0.539], [0.395, -1.769, -1.143], [-0.732, 0.817, -1.636]],
  "nbo_charge": [0.40, -1.04, 0.37, 0.38, -1.16, 1.33, 0.38, -1.05, 0.40, 1.49, -1.22, 0.40, -1.08, 0.40]
}

[6]
{
  "formula": "H7N5S2",
  "method": "ωB97M-V/def2-TZVPD",
  "max_force_ev_per_a": 3.344,
  "gap_ev": 9.541,
  "symbols": ["S", "S", "H", "H", "N", "N", "N", "H", "N", "N", "H", "H", "H", "H"],
  "positions_angstrom": [[1.715, -0.596, -0.608], [-1.424, -0.775, -0.631], [-2.067, 1.523, -0.984], [-0.062, -0.838, 1.007], [0.114, -0.999, 0.030], [-1.289, 1.010, -0.593], [1.452, 1.066, -0.351], [-1.397, 1.244, 0.402], [-2.411, -1.015, 0.512], [2.639, -0.850, 0.562], [2.227, 1.384, 0.222], [-3.368, -1.043, 0.238], [3.307, -1.538, 0.311], [0.563, 1.425, -0.116]],
  "nbo_charge": [1.43, 1.40, 0.38, 0.40, -1.08, -1.09, -1.06, 0.36, -1.19, -1.11, 0.39, 0.39, 0.37, 0.41]
}